1.
{"formula": "C27H27N7O2", "method": "ωB97M-V with the def2-TZVPD basis set", "symbols": ["O", "C", "N", "C", "H", "C", "N", "C", "N", "N", "C", "N", "C", "H", "C", "O", "C", "H", "C", "H", "H", "H", "H", "H", "H", "C", "C", "H", "H", "C", "H", "C", "H", "H", "H", "H", "H", "H", "C", "C", "C", "N", "C", "C", "C", "C", "C", "C", "H", "H", "H", "H", "C", "C", "C", "N", "C", "C", "H", "H", "H", "H", "H"], "positions_angstrom": [[1.71795, 2.14758, -0.01668], [1.15120, 1.72586, -1.00762], [0.49691, 2.53420, -1.88064], [-0.46324, 2.05697, -2.84836], [-0.38925, 2.69649, -3.73395], [-1.88596, 2.13425, -2.23089], [-1.89537, 3.07338, -1.12410], [-1.74512, 2.54127, 0.14430], [-2.03021, 1.25697, 0.29020], [-1.90571, 0.64823, 1.43815], [-1.49081, 1.29056, 2.52544], [-1.41131, 0.56911, 3.68631], [-1.61909, -0.86704, 3.62272], [-2.30237, -1.08802, 2.80574], [-0.28223, -1.58571, 3.41397], [0.63754, -1.24854, 4.43124], [0.85704, 0.14236, 4.47582], [1.56530, 0.31439, 5.28805], [-0.45642, 0.89937, 4.72466], [-0.26590, 1.96968, 4.76328], [-0.88091, 0.58008, 5.68230], [1.29846, 0.48712, 3.52684], [-0.40941, -2.66811, 3.45943], [0.13016, -1.31108, 2.43167], [-2.05632, -1.18141, 4.57527], [-1.25117, 2.68543, 2.47080], [-1.38101, 3.31820, 1.26870], [-1.21356, 4.38079, 1.19723], [-0.98757, 3.24650, 3.35322], [-1.16245, 4.27168, -1.47080], [-1.34683, 5.06583, -0.74870], [0.34319, 3.94158, -1.56224], [0.83028, 4.54860, -2.33321], [0.84706, 4.10706, -0.60705], [-1.54303, 4.60875, -2.43877], [-2.19475, 1.16643, -1.83763], [-2.60708, 2.46936, -2.98200], [-0.22588, 1.03490, -3.14042], [1.18483, 0.27153, -1.36895], [0.42744, -0.62617, -0.66573], [0.50457, -2.00202, -0.98466], [1.30615, -2.46554, -1.91387], [2.07866, -1.61030, -2.60534], [2.93772, -2.13183, -3.59615], [3.73934, -1.29746, -4.32307], [3.72180, 0.08797, -4.09571], [2.89926, 0.62624, -3.14463], [2.05921, -0.20518, -2.37964], [2.89088, 1.69078, -2.95920], [4.36784, 0.72815, -4.67815], [4.39787, -1.69881, -5.07927], [2.93809, -3.19925, -3.75117], [-0.32055, -2.97901, -0.26034], [0.10856, -4.30099, -0.14560], [-0.67895, -5.19610, 0.55626], [-1.82918, -4.86773, 1.12231], [-2.24337, -3.61828, 0.99843], [-1.53825, -2.63360, 0.32507], [-1.93635, -1.63350, 0.25674], [-3.19429, -3.39612, 1.46565], [-0.37949, -6.22939, 0.67595], [1.04090, -4.59906, -0.59716], [-0.22608, -0.29434, 0.12211]], "forces_ev_per_a": [[0.1162, -0.1258, 0.1723], [0.0517, 0.0749, -0.0103], [0.0508, 0.1949, -0.0829], [-0.2396, -0.1279, -0.1471], [0.0201, -0.1026, 0.0065], [-0.1184, -0.1830, -0.2191], [-0.2823, 0.2387, -0.2828], [-0.1503, -0.2795, 0.5813], [-0.0298, 0.7140, -0.8052], [0.2822, -0.3366, 1.0571], [-0.2220, 0.3542, -0.5028], [-0.1793, -0.1294, 0.3465], [0.1456, -0.3726, -0.0999], [0.0128, -0.0876, 0.1587], [-0.3788, -0.0427, -0.1351], [0.0633, -0.0200, 0.1512], [-0.0942, 0.2849, 0.1534], [-0.0077, 0.0660, -0.0645], [0.4488, -0.1105, -0.0085], [-0.0254, -0.0098, 0.0617], [0.0676, 0.0995, -0.0303], [-0.0054, -0.0067, 0.0685], [-0.0203, 0.0391, -0.0858], [-0.0183, -0.0400, 0.0294], [0.0094, -0.0297, -0.0535], [-0.0145, -0.0736, -0.2668], [0.0310, -0.2906, 0.0878], [0.0362, 0.0697, -0.0117], [0.0160, 0.0358, 0.0350], [0.1094, -0.0438, 0.0498], [0.0153, 0.0427, -0.1124], [0.1856, 0.2197, 0.1843], [-0.0139, 0.0233, 0.0778], [-0.0572, 0.0324, -0.1718], [-0.0088, 0.0363, 0.1053], [0.0253, 0.1275, -0.2360], [0.0334, -0.0726, 0.0027], [-0.0317, 0.1191, -0.0760], [-0.0006, -0.4911, 0.2689], [0.1886, 0.2306, -0.2278], [0.3648, 0.2957, -0.3606], [-0.3345, -0.4547, 0.2780], [0.1506, 0.6820, -0.0634], [0.1615, 0.0945, -0.1415], [-0.0674, -0.2733, 0.0278], [-0.0747, 0.2930, 0.1031], [0.1675, 0.0565, -0.1457], [-0.1491, -0.3904, 0.0604], [0.0302, 0.0950, -0.0230], [0.0402, 0.0711, -0.0248], [0.0375, -0.0629, -0.0499], [-0.0116, -0.1122, -0.0115], [-0.3108, -0.4644, 0.2837], [-0.1118, 0.2114, 0.0391], [0.2623, -0.0419, -0.1379], [-0.3055, -0.3298, 0.2706], [-0.0999, 0.2465, -0.0177], [0.2340, -0.1460, -0.1124], [-0.0443, 0.1562, 0.0284], [-0.0827, 0.1220, 0.0046], [0.1126, -0.0528, -0.0404], [0.0720, -0.0581, -0.0264], [-0.0514, 0.0355, 0.0919]], "mulliken_charge": [-0.676, 0.684, 0.176, -0.563, 0.424, -0.989, -0.097, 0.655, -0.489, -0.344, 0.802, -0.079, -0.897, 0.573, -0.265, -0.486, -0.426, 0.413, -0.785, 0.341, 0.359, 0.238, 0.333, 0.253, 0.314, -0.566, -0.467, 0.328, 0.348, -0.982, 0.393, -0.804, 0.360, 0.503, 0.394, 0.469, 0.383, 0.341, 0.058, 0.690, -0.347, -0.647, -0.101, -0.477, -0.538, -0.783, -0.720, 0.733, 0.487, 0.414, 0.398, 0.481, 0.712, -0.633, -0.429, -0.667, -0.585, -0.025, 0.489, 0.458, 0.389, 0.458, 0.011], "spin_multiplicity": 1, "energy_ha": -1578.85020, "homo_energy_ev": -7.5882, "gap_ev": 7.44, "lumo_ev": -0.1}



2.
{"formula": "C27H27NO6", "method": "ωB97M-V with the def2-TZVPD basis set", "symbols": ["C", "C", "O", "C", "C", "N", "O", "O", "O", "H", "H", "H", "H", "H", "H", "C", "O", "C", "C", "C", "C", "C", "C", "C", "C", "C", "C", "C", "C", "C", "C", "C", "C", "C", "O", "C", "C", "C", "C", "C", "H", "H", "H", "H", "H", "H", "H", "H", "H", "H", "H", "H", "H", "H", "H", "H", "H", "H", "H", "H", "H"], "positions_angstrom": [[1.94718, -5.24165, -0.94708], [0.82051, -4.86488, -0.03529], [0.97073, -3.45105, 0.35778], [-0.16193, -3.01718, 1.00080], [-0.27827, -1.48566, 1.23775], [-0.74286, -1.29640, 2.71492], [-0.41114, -0.14922, 3.16367], [-1.43273, -2.11767, 3.34197], [-1.08367, -3.77380, 1.29276], [1.79552, -6.26705, -1.26999], [1.98162, -4.59117, -1.81170], [2.90500, -5.17941, -0.45457], [-0.15047, -4.96110, -0.55655], [0.81401, -5.51407, 0.86295], [0.79881, -1.15146, 1.29008], [1.69245, 7.23475, 2.12821], [0.38614, 6.77746, 1.74484], [0.28985, 5.52878, 1.22781], [-1.01773, 4.98376, 1.08098], [-1.16896, 3.66145, 0.70614], [-0.06179, 2.85695, 0.35102], [-0.24304, 1.46349, -0.06877], [-1.19843, 0.69844, 0.54015], [-1.42614, -0.69755, 0.29960], [-2.76130, -1.27886, 0.59672], [-3.08224, -2.52434, 0.02577], [-4.21693, -3.21304, 0.44060], [-5.06023, -2.65831, 1.40894], [-4.79396, -1.36902, 1.90592], [-3.66012, -0.67557, 1.47421], [0.63716, 0.95836, -1.12669], [1.10310, 1.79517, -2.17108], [1.91821, 1.30894, -3.17192], [2.35821, -0.05343, -3.13320], [3.21663, -0.44686, -4.09738], [3.74928, -1.76195, -4.01411], [1.96404, -0.86833, -2.06262], [1.11587, -0.36552, -1.12005], [1.23284, 3.43543, 0.47230], [1.42145, 4.73866, 0.90072], [1.54228, 8.26400, 2.47299], [2.10039, 6.60759, 2.93895], [2.39319, 7.21539, 1.27784], [-1.88228, 5.62550, 1.30675], [-2.17283, 3.23348, 0.60573], [-1.79689, 1.20251, 1.29560], [-0.92750, -1.23346, -0.51023], [-2.46559, -2.91594, -0.77995], [-4.42914, -4.19970, 0.00997], [-5.97207, -3.18760, 1.72953], [-5.44833, -0.89391, 2.63369], [-3.47115, 0.33734, 1.84283], [0.76202, 2.83216, -2.23113], [2.25784, 1.92066, -4.00813], [4.37654, -1.86545, -4.90401], [4.35170, -1.88343, -3.10366], [2.96028, -2.52652, -4.02304], [2.30731, -1.91279, -1.95865], [0.78601, -1.05471, -0.35058], [2.11490, 2.82967, 0.23467], [2.44663, 5.13815, 0.99522]], "forces_ev_per_a": [[0.0661, 0.1800, 0.0024], [-0.3107, 0.0245, 0.1782], [-1.1808, -0.0142, 0.4615], [-2.1803, -1.1872, 0.0702], [0.4283, -1.6495, 3.0637], [-0.3069, 1.4042, 1.8820], [-0.8666, -3.0409, -1.0091], [1.7225, 1.9747, -1.6169], [2.1579, 1.1854, -0.5523], [0.0117, -0.1156, -0.1269], [-0.0577, 0.0776, -0.3064], [0.3286, -0.0061, 0.2445], [0.4457, 0.0101, 0.4123], [-0.1525, 0.5769, -0.3834], [-1.6382, 0.5194, -0.1333], [-0.2960, -0.0975, -0.1346], [0.3574, 0.2532, -0.0401], [0.0195, -1.0818, -0.0774], [0.7828, 0.6218, 0.4052], [0.2513, -0.2393, -0.6329], [0.4802, 1.4265, 0.6155], [-1.0592, -0.8930, 0.5385], [1.1140, 2.5764, -1.0446], [2.0257, -2.9304, 1.1211], [-0.5055, -0.5491, -0.3510], [-0.5368, 0.5377, 0.2154], [-0.0820, -0.0716, -0.0361], [-0.1754, 0.4697, 0.0641], [0.1561, -0.3640, -0.4165], [-0.0858, -0.1465, 0.2840], [0.9988, -0.4783, -0.5261], [-0.4744, -0.1385, 0.0433], [0.4721, -1.3528, -0.1353], [-0.1896, 0.9125, 0.8217], [-0.0332, -0.1065, -0.2311], [0.0477, 0.0791, -0.1105], [0.8767, -0.5523, -1.2243], [-0.9796, 0.6157, 0.6272], [-0.7316, -0.7621, -0.3269], [-0.4070, 0.6742, 0.3286], [0.1366, -0.3377, -0.0812], [-0.1648, 0.2151, -0.2363], [-0.2684, 0.1455, 0.2492], [0.4971, -0.3861, -0.0584], [0.3681, 0.2691, 0.0311], [0.2125, -0.3409, -0.0577], [-1.2026, 1.2163, -1.4623], [0.0026, -0.0693, 0.2832], [-0.0002, 0.4798, 0.2068], [0.6292, 0.2403, -0.1331], [0.0172, -0.1893, -0.1940], [-0.0804, -0.5058, 0.0262], [0.1489, -0.3335, 0.1333], [-0.1325, -0.0805, 0.2828], [-0.1026, -0.0913, 0.2697], [-0.0597, 0.0259, -0.1824], [0.1054, 0.1792, -0.0649], [-0.2206, 0.7465, -0.1567], [0.8106, 0.5974, -0.8429], [-0.3974, 0.2097, 0.0504], [-0.7921, -0.3327, -0.0266]], "mulliken_charge": [-1.201, -0.110, -0.355, -0.271, 0.056, 1.020, -0.632, -0.550, -0.520, 0.420, 0.218, 0.335, 0.291, 0.301, 1.390, -0.799, -0.448, 0.963, -0.858, -0.278, -0.636, 1.096, -1.567, 0.161, 0.036, -0.271, -0.618, -0.578, -0.661, -0.453, 0.295, -0.274, -1.049, 1.097, -0.480, -0.784, -0.898, -0.210, -0.444, -0.562, 0.241, 0.356, 0.295, 0.390, 0.435, 0.361, 1.211, 0.400, 0.348, 0.351, 0.406, 0.252, 0.561, 0.434, 0.244, 0.330, 0.298, 0.220, -0.030, 0.484, 0.240], "spin_multiplicity": 1, "energy_ha": -1551.06654, "homo_energy_ev": -7.6823, "gap_ev": 7.75, "lumo_ev": 0.1}



3.
{"formula": "C27H27OPZn", "method": "ωB97M-V with the def2-TZVPD basis set", "symbols": ["C", "C", "C", "H", "C", "H", "H", "H", "C", "H", "H", "C", "H", "H", "C", "H", "H", "C", "H", "H", "Zn", "H", "O", "C", "C", "C", "C", "C", "C", "C", "P", "C", "C", "C", "C", "C", "C", "C", "C", "C", "C", "C", "C", "H", "H", "H", "H", "H", "H", "H", "H", "H", "H", "H", "H", "H", "H"], "positions_angstrom": [[-2.10532, -0.59652, -3.07949], [-2.57536, -1.69328, -0.12783], [-0.91706, -1.34961, -2.45642], [-2.42260, -1.14695, -3.98176], [-1.49270, -2.54626, -0.01584], [-2.82605, -1.12130, 0.76422], [-0.02166, -1.08610, -3.02930], [-1.03148, -2.62515, 0.96797], [-1.06806, -2.89584, -2.47677], [-0.27287, -3.34006, -3.08751], [-2.00873, -3.16152, -2.97350], [-3.32917, -0.40402, -2.16232], [-4.21854, -0.19894, -2.77109], [-3.17148, 0.47632, -1.52452], [-3.58929, -1.61530, -1.24529], [-3.61539, -2.53931, -1.83134], [-4.57735, -1.50422, -0.78166], [-1.02054, -3.51961, -1.06767], [-1.60400, -4.45235, -1.02224], [0.01098, -3.79732, -0.82122], [-0.77232, -0.70674, -0.61262], [-1.77357, 0.39054, -3.42116], [1.81542, -1.82944, -1.15454], [1.14383, -1.14229, -0.41061], [1.21627, -1.25205, 1.05375], [1.80611, -2.31980, 1.75572], [1.58007, -2.44110, 3.13960], [0.77156, -1.51841, 3.80977], [0.21115, -0.45447, 3.11210], [0.45539, -0.31165, 1.73887], [-0.22384, 1.11924, 0.87435], [0.59275, 2.28510, 2.04102], [-0.01620, 3.49170, 2.41801], [0.68086, 4.41386, 3.21884], [1.98138, 4.14129, 3.65456], [2.60026, 2.95251, 3.28763], [1.92194, 2.04163, 2.48526], [0.65718, 1.50555, -0.69126], [2.06960, 1.51829, -0.78924], [2.69958, 1.77632, -2.00924], [1.94049, 2.04545, -3.14664], [0.54681, 2.07199, -3.05869], [-0.08704, 1.80850, -1.83561], [2.36951, -3.08138, 1.23873], [1.99761, -3.27072, 3.69145], [0.57489, -1.61721, 4.87153], [-0.40516, 0.26573, 3.64001], [-1.01033, 3.73391, 2.06809], [0.21983, 5.35324, 3.49518], [2.52334, 4.85427, 4.26531], [3.61198, 2.73777, 3.61241], [2.45823, 1.14401, 2.21580], [2.69264, 1.29611, 0.05591], [3.78105, 1.75641, -2.07608], [2.43075, 2.23712, -4.09284], [-0.03902, 2.28885, -3.94110], [-1.16635, 1.83324, -1.78070]], "forces_ev_per_a": [[-0.0724, -0.7064, -0.6208], [0.0803, -1.5599, 0.5562], [-0.7321, 0.5448, -1.8484], [-0.2748, 0.2120, -0.0531], [-2.0801, -1.3057, 1.1866], [0.0035, -0.0047, 0.0286], [-0.0841, 0.0175, 0.1665], [-0.0357, 0.0710, -0.0785], [0.0030, 0.7328, -0.2712], [-0.0906, 0.0720, 0.2015], [0.0624, -0.0594, 0.0666], [0.0902, -0.1836, -0.2666], [0.0822, -0.0045, 0.1417], [-0.0398, 0.0060, 0.0363], [0.0459, 0.2616, -0.1512], [0.0569, 0.1364, 0.1332], [0.1600, -0.0297, 0.0029], [0.1797, 0.1359, 0.2340], [-0.0057, 0.2939, 0.0814], [-0.1419, 0.0486, -0.0099], [0.4743, 0.7842, -2.1294], [-0.0617, -0.1416, -0.0323], [0.3927, 0.5408, 0.0165], [-0.1721, -1.7709, 0.0420], [1.4765, -0.3447, 1.7802], [-0.5466, 0.3635, 0.8486], [-0.1833, 0.2374, -0.6148], [0.0843, -0.0232, -0.3675], [0.1197, -0.0879, -0.3075], [0.6384, -0.7859, 0.8385], [0.0083, 1.1734, 0.3393], [0.5213, 1.0752, 0.3848], [0.7952, -0.0705, 0.1944], [0.2781, -0.4175, -0.0923], [-0.4816, 0.0752, -0.1866], [-0.4390, -0.0635, -0.2895], [-0.4645, 0.3978, 0.0187], [1.3495, 0.4808, -0.0063], [-0.2679, 0.3137, -0.9161], [-0.4851, -0.1179, 0.4715], [-0.5685, -0.0095, 0.1886], [0.4800, -0.1248, 0.4419], [0.3270, 0.1576, -0.1255], [0.1281, 0.0758, -0.2099], [0.0747, -0.0848, -0.0233], [0.0320, -0.0781, -0.0798], [0.0829, 0.0331, -0.0359], [-0.0766, -0.0499, 0.0148], [-0.0823, -0.0393, -0.0175], [-0.1378, 0.0234, -0.0137], [-0.0685, -0.0108, -0.0397], [-0.1957, -0.1816, -0.0515], [0.0475, -0.0540, 0.3059], [-0.0572, -0.0068, 0.0642], [-0.0395, 0.0007, 0.0138], [-0.0880, -0.0003, 0.0212], [-0.1013, 0.0524, 0.0181]], "mulliken_charge": [-1.334, -0.584, 1.030, 0.536, -0.297, 0.677, 1.011, 0.859, -1.551, 0.364, 0.304, -0.326, 0.517, 0.171, -1.104, 0.293, 0.477, -0.720, 0.512, 0.332, -0.210, -0.035, -0.695, 0.329, 0.721, -0.946, -0.714, -0.712, -0.933, 0.696, -0.569, 0.748, -0.475, -0.640, -0.433, -0.956, -0.206, 1.021, -0.181, -0.763, -0.665, -0.692, -0.757, 0.509, 0.404, 0.456, 0.457, 0.387, 0.404, 0.392, 0.412, 0.336, 0.203, 0.415, 0.393, 0.439, 0.690], "spin_multiplicity": 1, "energy_ha": -3240.80530, "homo_energy_ev": -6.3388, "gap_ev": 6.27, "lumo_ev": -0.1}